# 1
C43H44BrN4O4Sb2V as an isolated structure in a non-equilibrium geometry. Source: OMol25; level of theory: ωB97M-V with the def2-TZVPD basis set.

Results
ΔE to the lowest compared entry with this formula, charge and spin: 75.1 kcal/mol
energy: -6183.1078 Eh
highest occupied orbital energy (alpha / beta): -9.33 / -10.88 eV
gap between HOMO and LUMO (alpha / beta): 5.36 / 6.33 eV
strongest force on any atom: 6.25 eV/A
multiplicity: 4
total charge: +1

Last column: Mulliken charge in e.
Positions of all 99 atoms, in Å:
V: 0.35376 -0.72727 -1.03198  0.206
C: -1.64464 -1.02527 2.57042  -0.837
C: -0.59504 -1.20727 3.65562  -1.101
C: 0.73556 -1.72707 3.13582  -0.548
Sb: 1.68666 -0.67527 1.48182  -0.541
C: 2.41156 1.02013 2.60342  1.216
C: 2.13976 2.31203 2.18662  -0.485
C: 2.59866 3.38933 2.92722  -0.579
C: 3.32496 3.17283 4.08542  -0.672
C: 3.60636 1.88033 4.49492  -0.705
C: 3.15656 0.80323 3.75032  -0.766
C: 3.49856 -1.86997 1.50302  0.982
C: 3.87346 -2.66607 2.57732  -0.255
C: 5.05176 -3.39387 2.53442  -0.822
C: 5.86226 -3.34567 1.41382  -0.594
C: 5.49566 -2.55407 0.33922  -0.666
C: 4.32336 -1.81877 0.38792  -0.564
Sb: -1.31554 0.91083 1.64412  0.752
C: -2.90084 1.06603 0.19582  -0.738
C: -2.84104 0.15213 -0.96048  4.294
C: -3.43394 0.70133 -2.19728  -1.041
C: -4.05794 1.90773 -2.23818  -0.795
C: -4.19604 2.67363 -1.06838  -1.125
C: -3.56944 2.26293 0.10522  -0.477
C: -2.21574 2.11893 3.18422  0.476
C: -1.48064 3.20803 3.62722  -0.547
C: -2.02334 4.09093 4.54352  -0.616
C: -3.30924 3.88903 5.01362  -0.567
C: -4.03824 2.79223 4.58472  -0.725
C: -3.49444 1.90503 3.67212  -0.134
H: -2.64714 -1.03667 2.99732  0.552
H: -1.56054 -1.82897 1.83592  0.355
H: -0.96104 -1.93827 4.38332  0.505
H: -0.45024 -0.26527 4.19932  0.271
H: 0.62276 -2.75587 2.77912  0.535
H: 1.46636 -1.70957 3.94932  0.510
H: 1.57606 2.49083 1.27472  0.351
H: 2.39436 4.39633 2.59602  0.482
H: 3.67806 4.01123 4.66562  0.400
H: 4.17866 1.70933 5.39372  0.434
H: 3.39506 -0.20607 4.05952  0.266
H: 3.25096 -2.73757 3.45922  0.258
H: 5.33216 -4.00267 3.38122  0.427
H: 6.77256 -3.92427 1.37942  0.402
H: 6.12456 -2.50917 -0.53778  0.444
H: 4.05146 -1.19447 -0.45528  0.296
H: -1.73194 -0.04127 -1.14038  -2.136
H: -3.34714 0.08263 -3.08008  0.734
H: -4.46994 2.27793 -3.16658  0.471
H: -4.74814 3.60043 -1.09468  0.439
H: -3.59334 2.91283 0.97152  0.466
H: -0.47464 3.36203 3.25402  0.305
H: -1.44474 4.93493 4.88702  0.424
H: -3.74334 4.58383 5.71552  0.394
H: -5.03564 2.62593 4.96092  0.429
H: -4.07134 1.05043 3.33982  0.256
O: 0.00206 2.29043 -0.94898  -0.254
C: 0.26136 1.17963 -1.08288  0.253
O: 0.30026 -3.25037 0.24662  -0.531
N: 0.31186 -2.24907 -0.38348  1.181
Br: 1.39006 3.51373 -4.74418  -0.126
C: 0.85306 1.77713 -5.30958  -0.394
C: 1.13296 1.32413 -6.59378  -0.143
N: 0.82316 0.10533 -6.98588  -0.604
C: 0.25756 -0.73147 -6.14038  -0.677
C: -0.05324 -0.37297 -4.82908  0.362
C: 0.22956 0.92263 -4.41678  0.084
C: -0.58974 -1.41937 -3.86908  0.023
O: -1.00274 -2.48197 -4.28668  -0.688
O: -0.55214 -1.06467 -2.64028  0.046
H: 1.62036 1.95473 -7.32378  0.408
H: 0.04286 -1.72657 -6.50348  0.509
H: -0.02544 1.25843 -3.41928  0.681
N: 4.92366 -0.87647 -5.12278  -0.478
C: 4.02566 -0.86127 -4.12648  0.822
C: 3.30596 -2.01737 -3.76588  -1.203
C: 2.38396 -1.96147 -2.74958  -0.728
N: 2.12556 -0.84777 -2.05708  2.091
C: 2.82736 0.24953 -2.36858  -0.677
C: 3.76696 0.29623 -3.36868  -0.932
H: 5.05946 -1.70747 -5.67238  0.199
H: 5.39946 -0.03777 -5.40748  0.199
H: 3.47666 -2.94467 -4.28858  0.460
H: 1.82456 -2.84787 -2.47038  0.449
H: 2.64666 1.13783 -1.77128  0.297
H: 4.29406 1.21593 -3.57508  0.426
C: -5.21174 -1.11397 0.98532  -1.252
C: -4.87234 -1.35367 -0.48328  0.776
C: -5.40224 -2.71357 -0.93108  -1.704
C: -3.35614 -1.29157 -0.71578  -1.299
H: -6.28424 -1.00407 1.12512  0.499
H: -4.73444 -0.19927 1.33832  0.085
H: -4.87804 -1.95347 1.59432  0.316
H: -5.35164 -0.57637 -1.08828  0.227
H: -4.90404 -3.51137 -0.38528  0.345
H: -5.22724 -2.86267 -1.99288  0.433
H: -6.47094 -2.78297 -0.74648  0.442
H: -3.09414 -1.87727 -1.60098  0.584
H: -2.84084 -1.72197 0.14702  0.197

# 2
C36H38Cr2N7O as an isolated structure in a non-equilibrium geometry. Source: OMol25; level of theory: ωB97M-V with the def2-TZVPD basis set.

Results
energy: -3941.4134 Eh
highest occupied orbital energy (alpha / beta): -12.60 / -12.60 eV
gap between HOMO and LUMO (alpha / beta): 5.63 / 5.41 eV
strongest force on any atom: 3.92 eV/A
multiplicity: 10
total charge: +2

Last column: Mulliken charge in e.
Positions of all 84 atoms, in Å:
Cr: 2.45185 -2.67935 -1.74940  0.730
Cr: 0.91471 -5.03627 -0.11197  0.657
C: 0.09318 -1.77603 0.45959  -0.324
O: 0.80766 -2.80110 -0.14761  -0.331
H: -0.23750 -1.96053 1.48170  0.311
H: 0.68430 -0.86024 0.46380  -0.062
H: -0.84954 -1.63101 -0.06797  0.199
N: -5.41686 -1.32848 1.10148  -0.580
C: -4.30116 -1.07812 0.45051  -0.383
C: -3.90072 0.09266 -0.26452  0.113
C: -4.90664 1.12243 -0.29367  -0.416
C: -6.07128 0.99021 0.50870  -0.378
C: -6.26505 -0.24573 1.12383  -0.339
H: -3.52151 -1.82200 0.52266  0.427
H: -2.91081 0.15949 -0.69115  0.469
H: -4.62067 2.09943 -0.65435  0.307
H: -6.76687 1.80205 0.66192  0.424
H: -7.14833 -0.25435 1.74523  0.388
N: -0.36807 1.82060 -2.13519  0.011
C: -1.25045 2.21769 -3.09565  -0.441
C: -2.19640 3.21763 -2.87359  -0.434
C: -2.33042 3.74399 -1.57791  -0.492
C: -1.44402 3.28754 -0.57306  -0.477
C: -0.57506 2.32236 -0.88256  -0.282
H: -1.26596 1.76319 -4.07523  0.436
H: -2.86268 3.44935 -3.69138  0.410
H: -3.09287 4.48608 -1.39253  0.465
H: -1.55029 3.59511 0.45675  0.413
H: 0.06152 1.92343 -0.10667  0.401
N: 4.17056 -1.97102 -0.36314  0.263
C: 3.98451 -0.84366 0.45452  -0.121
C: 5.00113 -0.05292 1.00014  -0.965
C: 6.30836 -0.48412 0.82750  -0.170
C: 6.54150 -1.67502 0.15798  -0.602
C: 5.47134 -2.37409 -0.42959  -0.377
H: 2.92437 -0.65621 0.54026  0.492
H: 4.73084 0.85613 1.51684  0.470
H: 7.13714 0.10714 1.18797  0.451
H: 7.54567 -2.05415 0.03838  0.407
H: 5.66214 -3.21712 -1.07713  0.399
N: 0.72738 -2.26827 -3.54081  0.375
C: -0.44034 -1.63044 -3.20277  -0.021
C: -1.43077 -1.28507 -4.18209  -0.826
C: -1.22210 -1.64206 -5.51465  -0.327
C: -0.02956 -2.25094 -5.85346  -0.660
C: 0.92700 -2.49602 -4.88463  -0.338
H: -0.55794 -1.31587 -2.17630  0.250
H: -2.38288 -0.87624 -3.87754  0.603
H: -1.95179 -1.45679 -6.28900  0.432
H: 0.02479 -2.68138 -6.84248  0.392
H: 1.79792 -3.07451 -5.15525  0.359
N: 1.27984 0.57412 4.47665  -0.443
C: 1.15594 -0.76971 4.33499  -0.305
C: 0.45561 -1.55847 5.25264  -0.388
C: -0.07955 -0.98852 6.34483  -0.197
C: 0.10151 0.40087 6.58798  -0.476
C: 0.72370 1.16056 5.58914  -0.190
H: 1.65648 -1.20798 3.48423  0.500
H: 0.30072 -2.62503 5.18297  0.341
H: -0.58873 -1.65031 7.02979  0.390
H: -0.33476 0.86658 7.45928  0.405
H: 0.75577 2.23469 5.69690  0.379
N: -2.32798 2.83438 4.31942  -0.538
C: -1.62135 1.99829 3.50738  -0.751
C: -2.22850 0.75627 3.07349  0.191
C: -3.43192 0.34940 3.61646  -0.477
C: -4.17643 1.26048 4.37021  -0.379
C: -3.58169 2.48426 4.64452  -0.416
H: -0.68039 2.45525 3.23872  0.660
H: -1.73953 0.10639 2.36290  0.332
H: -3.85518 -0.63756 3.50170  0.508
H: -5.15224 0.97937 4.73786  0.437
H: -4.17072 3.21316 5.18130  0.409
N: 3.16778 -0.88336 -2.90599  0.477
C: 2.74717 0.39687 -2.63353  -0.109
C: 3.19943 1.50277 -3.34919  -0.662
C: 4.14651 1.30729 -4.33453  -0.260
C: 4.67870 0.04525 -4.57402  -0.700
C: 4.20401 -1.03532 -3.81887  -0.538
H: 2.07943 0.51302 -1.79267  0.312
H: 2.78517 2.48918 -3.20157  0.496
H: 4.43311 2.18603 -4.89316  0.404
H: 5.41873 -0.01659 -5.35821  0.449
H: 4.58003 -2.01907 -4.05812  0.431

# 3
A single C2H7NO molecule in a non-equilibrium geometry. Source: OMol25; level of theory: ωB97M-V with the def2-TZVPD basis set.

Results
ΔE to the lowest compared entry with this formula, charge and spin: 24.4 kcal/mol
energy: -210.3599 Eh
SMILES string: CNCO
highest occupied orbital energy: -9.13 eV
gap between HOMO and LUMO: 10.01 eV
strongest force on any atom: 1.46 eV/A
total charge: 0

Last column: Mulliken charge in e.
Positions of all 11 atoms, in Å:
O: 0.91172 1.16235 -0.58456  -0.493
H: 1.70969 1.69651 -0.53258  0.287
C: -1.38059 -0.41801 -0.30429  -0.756
C: 1.10694 -0.02950 0.15860  -0.292
N: -0.17160 -0.56866 0.54778  -0.425
H: -1.14428 -0.62936 -1.34218  0.298
H: -2.08352 -1.08186 0.19037  0.286
H: -1.82214 0.57532 -0.19182  0.268
H: 1.62817 -0.84765 -0.35349  0.270
H: 1.69457 0.15387 1.06031  0.329
H: -0.44897 -0.01300 1.35186  0.227

# 4
C36H41AsN2O5SeW as an isolated structure in a non-equilibrium geometry. Source: OMol25; level of theory: ωB97M-V with the def2-TZVPD basis set.

Results
ΔE to the lowest compared entry with this formula, charge and spin: 44.1 kcal/mol
energy: -6585.8931 Eh
highest occupied orbital energy: -13.74 eV
gap between HOMO and LUMO: 6.28 eV
strongest force on any atom: 1.08 eV/A
total charge: +2

Last column: Mulliken charge in e.
Positions of all 87 atoms, in Å:
W: -0.26581 -0.33117 -1.53848  -0.212
O: -2.14312 -1.24843 2.69444  -0.425
C: -1.04557 -2.03310 3.13938  -0.070
C: 0.18951 -1.20259 3.45975  -1.123
N: 0.86965 -0.63261 2.30602  0.310
C: 0.74718 0.75917 1.96344  -1.078
C: 0.05537 0.92924 0.61686  1.217
O: 0.48021 1.60682 -0.32984  -0.577
O: -0.90437 0.08015 0.32114  -0.102
C: 1.74131 -1.48916 1.53011  -1.273
C: 1.19808 -1.53486 0.11772  0.721
O: 0.19251 -2.17612 -0.28187  -0.432
O: 1.61823 -0.62192 -0.70424  -0.605
H: -2.61823 -0.91949 3.46580  0.287
H: -0.80856 -2.72522 2.32756  0.020
H: -1.31779 -2.62972 4.01476  0.566
H: 0.90004 -1.82458 4.01265  0.374
H: -0.09129 -0.38410 4.12528  0.349
H: 1.71416 1.26390 1.87200  0.458
H: 0.16357 1.27421 2.72666  0.401
H: 1.74465 -2.48805 1.96286  0.434
H: 2.76706 -1.10996 1.47884  0.429
C: -2.39636 -8.04543 -1.43744  -1.598
C: -2.28120 -6.55971 -1.61042  0.380
C: -1.79468 -6.01694 -2.79188  -1.027
C: -1.69267 -4.64860 -3.01769  0.722
C: -1.15411 -4.22302 -4.36202  -1.595
C: -2.10682 -3.80970 -1.97021  1.488
As: -2.22399 -1.89340 -2.07771  0.743
N: -0.77239 -1.30190 -3.06161  1.707
C: 0.59346 -1.45818 -3.41832  0.064
C: 1.32413 -2.62129 -3.09631  -0.297
C: 2.68799 -2.60231 -3.22623  -1.034
C: 3.35113 -1.42896 -3.62740  -0.624
C: 2.64665 -0.28699 -3.92855  -1.033
C: 1.24977 -0.28760 -3.84543  0.312
C: -3.84198 -1.02311 -2.64459  1.225
C: -4.43450 -1.29759 -3.88319  0.396
C: -3.98620 -2.39449 -4.80065  -1.187
C: -5.49858 -0.50484 -4.28539  -0.876
C: -6.01880 0.49577 -3.47724  0.476
C: -7.17322 1.33822 -3.93103  -1.865
C: -5.46396 0.67484 -2.21472  -0.768
C: -4.38110 -0.06453 -1.76428  0.473
C: -3.93019 0.21830 -0.35432  -0.489
C: -2.60870 -4.31895 -0.75815  0.574
C: -3.08564 -3.44738 0.37011  -1.726
C: -2.68246 -5.69152 -0.60050  -0.833
H: -1.78061 -8.58047 -2.15739  0.392
H: -3.43123 -8.36215 -1.58074  0.314
H: -2.09964 -8.34738 -0.43363  0.399
H: -1.48356 -6.68844 -3.58490  0.503
H: -1.71103 -4.73455 -5.14753  0.523
H: -0.10901 -4.51176 -4.47802  0.552
H: -1.22839 -3.15704 -4.55206  -0.263
H: 0.80336 -3.48549 -2.70990  0.626
H: 3.26334 -3.48694 -2.98767  0.491
H: 4.43037 -1.43071 -3.70330  0.447
H: 3.15699 0.61036 -4.24958  0.509
H: 0.68125 0.56432 -4.18638  0.323
H: -3.51223 -3.21324 -4.26937  -0.234
H: -3.29618 -2.01495 -5.55899  0.191
H: -4.84804 -2.81300 -5.31887  0.606
H: -5.94089 -0.69136 -5.25767  0.470
H: -7.30944 1.28051 -5.00952  0.405
H: -7.03078 2.38193 -3.65022  0.416
H: -8.09757 0.99978 -3.45887  0.409
H: -5.89182 1.41708 -1.54878  0.516
H: -3.58780 1.25017 -0.25806  0.286
H: -3.13139 -0.40664 0.03022  -1.146
H: -4.78183 0.08813 0.31533  0.552
H: -2.83107 -2.38810 0.27540  -0.303
H: -2.64405 -3.75413 1.31681  0.487
H: -4.16966 -3.50690 0.47964  0.460
H: -3.06388 -6.09169 0.33201  0.530
Se: -1.34485 1.65812 -2.38928  0.255
C: -2.29014 1.52424 -4.05639  0.842
C: -1.99280 0.68908 -5.12821  0.002
C: -2.64853 0.86286 -6.33738  -0.766
C: -3.60774 1.85638 -6.48057  -0.653
C: -3.91135 2.68405 -5.40950  -0.758
C: -3.25018 2.52548 -4.20181  -0.824
H: -1.25836 -0.09527 -5.04212  0.347
H: -2.40128 0.22537 -7.17657  0.480
H: -4.10968 1.99171 -7.42931  0.443
H: -4.65216 3.46507 -5.51634  0.493
H: -3.47064 3.19175 -3.37627  0.401